Entry 1:
DFT (ωB97M-V with the def2-TZVPD basis set) results for a molecular structure, C36H39ClN2O5SSi in a non-equilibrium geometry.

Summary:
frontier orbital gap	5.800	eV
ΔE to the lowest compared entry with this formula, charge and spin	40.0	kJ/mol

```
! wB97M-V def2-TZVPD RIJCOSX def2/J DEFGRID3
* xyz 0 1
O -4.758 -1.291 1.376
N -4.189 -0.182 1.257
O -4.819 0.901 1.201
C -2.764 -0.138 1.200
C -2.121 1.111 1.131
C -0.749 1.183 1.318
C -0.007 0.017 1.579
S 1.712 0.174 2.060
C 2.838 -0.007 0.672
Cl 2.209 0.927 -0.643
O 1.804 1.553 2.509
O 2.023 -0.913 2.974
C -0.644 -1.238 1.575
C -2.017 -1.319 1.368
H -2.715 2.006 0.971
H -0.261 2.154 1.292
H 2.790 -1.072 0.430
H -0.065 -2.142 1.753
H -2.536 -2.274 1.375
C 5.853 -2.809 9.453
Si 5.740 -0.960 9.340
C 4.403 -0.262 10.429
C 7.372 -0.139 9.690
O 5.244 -0.575 7.797
C 5.825 -0.230 6.555
C 6.200 1.271 6.526
C 5.691 2.163 7.471
C 5.990 3.526 7.367
C 6.742 4.001 6.292
C 7.246 3.111 5.342
C 7.023 1.739 5.492
C 7.031 -1.147 6.288
C 8.323 -0.686 6.551
C 9.420 -1.539 6.394
C 9.219 -2.870 6.033
C 7.921 -3.346 5.832
C 6.822 -2.491 5.977
C 4.643 -0.430 5.536
C 3.460 0.507 5.846
C 3.660 1.747 4.978
C 4.579 1.304 3.819
N 5.000 -0.052 4.158
C 5.526 -0.881 3.272
C 5.867 -0.527 1.946
C 5.220 0.244 1.016
C 6.036 0.830 -0.015
C 5.569 1.087 -1.330
C 6.419 1.546 -2.331
C 7.766 1.819 -2.050
C 8.254 1.609 -0.750
C 7.415 1.115 0.243
H 6.117 -3.092 10.482
H 4.889 -3.272 9.201
H 6.615 -3.216 8.776
H 4.602 -0.525 11.477
H 4.357 0.832 10.353
H 3.421 -0.666 10.149
H 7.523 -0.135 10.779
H 8.208 -0.677 9.226
H 7.389 0.900 9.335
H 5.051 1.800 8.282
H 5.614 4.205 8.135
H 6.941 5.070 6.192
H 7.821 3.463 4.482
H 7.480 1.028 4.797
H 8.482 0.341 6.891
H 10.423 -1.141 6.564
H 10.074 -3.538 5.916
H 7.745 -4.389 5.564
H 5.804 -2.873 5.865
H 4.328 -1.484 5.566
H 2.567 -0.018 5.482
H 3.338 0.707 6.912
H 2.719 2.125 4.571
H 4.152 2.548 5.538
H 4.047 1.339 2.868
H 5.444 1.972 3.695
H 5.803 -1.881 3.615
H 6.800 -1.030 1.654
H 4.003 0.361 0.977
H 4.525 0.875 -1.550
H 6.029 1.691 -3.340
H 8.430 2.187 -2.832
H 9.298 1.824 -0.514
H 7.807 0.924 1.247
*
```

Results of the Mulliken charge analysis, in e, for atoms 1 through 2:
1. O -0.584
2. N 0.932

=====

Entry 2:
DFT (ωB97M-V with the def2-TZVPD basis set) results for a molecular structure, C21H35FeN9O2P.

Summary:
frontier orbital gap	6.668	eV
ΔE to the lowest compared entry with this formula, charge and spin	0.0	kJ/mol

```
! wB97M-V def2-TZVPD RIJCOSX def2/J DEFGRID3
* xyz 1 1
Fe -0.581 -0.185 -0.028
C -4.446 -0.877 -1.638
C -3.181 -0.351 -1.043
N -2.282 -1.059 -0.471
C -2.317 -2.517 -0.417
C -0.865 -3.000 -0.447
N -0.046 -2.143 0.435
C -0.302 -2.422 1.855
C 0.183 -1.242 2.654
N -0.445 0.008 2.153
C 0.425 1.151 2.532
C 1.515 1.328 1.468
N 0.724 1.397 0.255
C 0.352 2.529 -0.211
C 0.997 3.848 0.083
C -0.961 2.484 -0.919
C -1.563 3.484 -1.665
C -2.832 3.251 -2.174
C -3.457 2.032 -1.954
C -2.788 1.076 -1.206
N -1.592 1.339 -0.675
H -4.817 -1.733 -1.080
H -4.266 -1.189 -2.670
H -5.222 -0.115 -1.650
H -2.863 -2.947 -1.258
H -2.831 -2.827 0.497
H -0.475 -2.878 -1.454
H -0.803 -4.052 -0.157
H 0.942 -2.268 0.217
H 0.178 -3.347 2.185
H -1.377 -2.547 1.997
H 1.261 -1.145 2.506
H 0.011 -1.372 3.725
H -1.348 0.121 2.601
H 0.856 1.000 3.525
H -0.185 2.055 2.560
H 2.178 0.466 1.413
H 2.107 2.219 1.681
H 2.080 3.756 0.129
H 0.642 4.244 1.039
H 0.751 4.579 -0.683
H -1.047 4.409 -1.876
H -3.323 4.010 -2.768
H -4.429 1.828 -2.378
C 3.884 -1.044 -4.036
N 4.341 0.042 -3.169
C 5.652 -0.315 -2.629
N 5.677 -1.598 -1.927
C 5.176 -2.629 -2.831
N 3.850 -2.346 -3.374
C 2.827 -2.382 -2.335
P 3.090 -1.131 -0.969
C 3.376 0.315 -2.108
C 4.888 -1.540 -0.696
H 4.569 -1.112 -4.884
H 2.888 -0.805 -4.414
H 5.987 0.471 -1.950
H 6.354 -0.375 -3.462
H 5.152 -3.586 -2.307
H 5.872 -2.711 -3.668
H 2.794 -3.387 -1.902
H 1.850 -2.183 -2.779
H 3.724 1.170 -1.520
H 2.416 0.596 -2.549
H 4.963 -2.501 -0.178
H 5.330 -0.791 -0.033
O -0.192 0.974 -3.156
N -0.252 -0.226 -3.037
O 0.071 -0.690 -1.861
*
```

Results of the Mulliken charge analysis, in e, for atoms 1 through 2:
1. Fe 0.091
2. C -2.123

=====

Entry 3:
DFT (ωB97M-V with the def2-TZVPD basis set) results for 2 unconnected molecules or ions with the total composition C9H14O in a non-equilibrium geometry.

Summary:
frontier orbital gap	10.105	eV
ΔE to the lowest compared entry with this formula, charge and spin	85.4	kJ/mol

```
! wB97M-V def2-TZVPD RIJCOSX def2/J DEFGRID3
* xyz 0 1
C -0.112 1.480 3.039
C -0.594 1.165 1.656
C -1.440 0.081 1.381
C -1.911 -0.216 0.119
C -1.574 0.572 -0.978
C -0.793 1.690 -0.708
C -0.315 1.966 0.561
H 0.488 2.388 2.914
H 0.397 0.674 3.546
H -0.873 1.818 3.751
H -1.868 -0.429 2.229
H -2.537 -1.092 0.046
H -1.951 0.431 -1.979
H -0.572 2.407 -1.491
H 0.335 2.835 0.594
C 1.316 -1.500 -0.711
C 1.200 -2.103 -2.118
O 2.137 -1.432 -2.987
H 2.225 -1.704 -0.152
H 0.398 -1.548 -0.125
H 1.334 -0.444 -0.953
H 1.590 -3.111 -2.051
H 0.207 -1.929 -2.511
H 2.913 -1.997 -3.075
*
```

Results of the Mulliken charge analysis, in e, for atoms 1 through 2:
1. C -1.391
2. C 0.803

=====

Entry 4:
DFT (ωB97M-V with the def2-TZVPD basis set) results for 2 unconnected molecules or ions with the total composition C7H8F2OSi in a non-equilibrium geometry.

Summary:
frontier orbital gap	7.499	eV
ΔE to the lowest compared entry with this formula, charge and spin	404.4	kJ/mol

```
! wB97M-V def2-TZVPD RIJCOSX def2/J DEFGRID3
* xyz 0 1
C 2.899 0.053 -0.239
C 2.571 1.413 -0.043
C 1.906 -0.834 -0.622
C 1.248 1.825 -0.099
C 0.646 -0.381 -0.845
C 0.214 0.913 -0.460
C -3.259 -0.580 0.676
O -2.773 0.745 0.378
F -1.766 -1.727 -1.353
F -2.083 2.867 -0.608
Si -1.579 1.299 -0.464
H 3.945 -0.356 -0.151
H 3.488 2.056 0.140
H 2.149 -1.791 -1.016
H 1.087 2.910 0.136
H 0.001 -1.186 -1.128
H -4.281 -0.358 0.983
H -2.596 -0.876 1.600
H -3.151 -1.278 -0.125
*
```

Results of the Mulliken charge analysis, in e, for atoms 1 through 2:
1. C -0.170
2. C -0.529

=====

Entry 5:
DFT (ωB97M-V with the def2-TZVPD basis set) results for 5 unconnected molecules or ions with the total composition C14H29BBr8IO3 in a non-equilibrium geometry.

Summary:
frontier orbital gap	6.082	eV

```
! wB97M-V def2-TZVPD RIJCOSX def2/J DEFGRID3
* xyz -1 1
C -4.156 -1.036 -1.660
C -2.960 -0.110 -1.798
O -2.958 0.906 -2.479
O -1.903 -0.545 -1.081
C -0.766 0.344 -0.947
C -1.050 1.601 -0.132
C -0.161 2.791 -0.542
C -0.220 3.271 -2.006
B 1.253 3.701 -2.515
O 1.781 4.809 -1.738
I 1.082 4.324 -4.736
H -3.871 -1.995 -1.222
H -4.595 -1.191 -2.649
H -4.893 -0.552 -1.008
H -0.365 0.577 -1.945
H -0.031 -0.284 -0.421
H -0.812 1.389 0.921
H -2.110 1.881 -0.185
H -0.443 3.629 0.112
H 0.877 2.541 -0.272
H -0.935 4.109 -2.090
H -0.598 2.483 -2.676
H 1.993 2.718 -2.539
H 2.592 5.132 -2.134
Br -1.873 -1.686 2.419
C -0.088 -2.435 2.242
C 0.895 -1.749 3.152
Br 1.364 0.016 2.491
H 0.184 -2.336 1.195
H -0.177 -3.487 2.498
H 1.829 -2.305 3.200
H 0.498 -1.616 4.154
Br -1.538 -7.110 2.732
C 0.211 -7.944 2.588
C 1.223 -7.275 3.481
Br 1.737 -5.531 2.797
H 0.494 -7.888 1.542
H 0.078 -8.983 2.878
H 2.137 -7.863 3.531
H 0.837 -7.111 4.481
Br 5.193 -1.881 2.457
C 5.075 0.001 2.935
C 6.121 0.395 3.942
Br 5.724 -0.288 5.721
H 4.066 0.161 3.299
H 5.215 0.553 2.009
H 6.157 1.477 4.040
H 7.104 0.017 3.682
Br -3.887 5.974 -6.186
C -3.093 4.479 -5.210
C -4.081 3.825 -4.286
Br -4.459 4.906 -2.712
H -2.227 4.868 -4.686
H -2.759 3.778 -5.969
H -3.673 2.892 -3.906
H -5.039 3.653 -4.768
*
```

Results of the Mulliken charge analysis, in e, for atoms 1 through 2:
1. C -1.148
2. C 0.807

=====

Entry 6:
DFT (ωB97M-V with the def2-TZVPD basis set) results for a single C3H4IPS molecule in a non-equilibrium geometry.

Summary:
frontier orbital gap	7.720	eV
ΔE to the lowest compared entry with this formula, charge and spin	57.8	kJ/mol

```
! wB97M-V def2-TZVPD RIJCOSX def2/J DEFGRID3
* xyz 0 1
C 0.326 -0.502 2.481
C -0.076 -0.040 1.437
P -0.622 0.567 -0.157
C 0.578 -0.162 -1.404
S -0.601 2.740 -0.519
I -2.571 -0.918 -0.384
H 0.810 -0.971 3.274
H -0.009 -0.835 -2.153
H 0.901 0.692 -1.806
H 1.265 -0.570 -0.771
*
```

Results of the Mulliken charge analysis, in e, for atoms 1 through 2:
1. C 0.467
2. C -0.857

=====

Entry 7:
DFT (ωB97M-V with the def2-TZVPD basis set) results for 6 unconnected molecules or ions with the total composition C7H16Cl10O2 in a non-equilibrium geometry.

Summary:
<S²>	0.751
frontier orbital gap (spin up / spin down)	2.334 / 10.099	eV

```
! wB97M-V def2-TZVPD RIJCOSX def2/J DEFGRID3
* xyz -1 2
C -22.711 20.081 24.739
C -21.616 20.318 25.826
O -20.308 19.939 25.475
O -22.591 18.756 24.245
H -22.526 20.758 23.905
H -23.720 20.382 25.019
H -21.857 19.645 26.649
H -21.756 21.260 26.357
H -20.480 19.025 25.236
H -22.849 18.255 25.022
C -17.216 12.869 27.960
Cl -15.656 12.103 27.817
Cl -18.109 12.645 26.494
H -17.836 12.520 28.786
H -17.082 13.924 28.200
C -17.651 16.151 22.564
Cl -18.597 14.918 23.369
Cl -18.626 17.649 22.548
H -16.690 16.286 23.060
H -17.552 15.913 21.505
C -23.555 16.040 28.186
Cl -24.895 16.279 27.052
Cl -22.952 17.643 28.649
H -24.030 15.532 29.026
H -22.735 15.446 27.785
C -19.846 15.875 26.635
Cl -18.862 17.135 27.517
Cl -21.261 16.592 25.859
H -19.150 15.360 25.973
H -20.201 15.198 27.413
C -21.950 13.214 24.386
Cl -22.776 13.012 22.762
Cl -23.203 13.285 25.680
H -21.509 12.238 24.583
H -21.244 14.039 24.485
*
```

Results of the Mulliken charge analysis, in e, for atoms 1 through 2:
1. C -0.342
2. C -0.213

=====

Entry 8:
DFT (ωB97M-V with the def2-TZVPD basis set) results for 4 unconnected molecules or ions with the total composition C30H27Cl3F5N2O8S in a non-equilibrium geometry.

Summary:
frontier orbital gap	7.257	eV

```
! wB97M-V def2-TZVPD RIJCOSX def2/J DEFGRID3
* xyz 1 1
O 1.475 2.529 2.254
S 0.438 3.065 1.360
O 0.205 4.460 1.700
Cl -1.241 1.893 1.649
C 1.066 2.855 -0.384
C 2.204 1.774 -0.309
C 2.633 1.179 -1.707
C 3.277 -0.246 -1.559
N 4.333 -0.336 -0.523
C 5.676 -0.081 -0.588
N 6.285 -0.341 0.621
C 7.725 -0.189 0.810
F 8.269 -0.160 -0.474
F 8.081 0.989 1.394
C 8.430 -1.398 1.551
F 9.670 -1.650 1.022
F 7.734 -2.582 1.419
F 8.624 -1.163 2.877
C 5.306 -0.784 1.581
Cl 5.584 -1.251 3.247
C 4.098 -0.766 0.797
C 2.813 -1.250 1.535
C 2.889 -2.863 1.586
C 1.569 -3.455 0.966
Cl 0.227 -3.259 2.181
H 0.199 2.433 -0.968
H 1.388 3.834 -0.827
H 1.810 0.926 0.315
H 3.105 2.179 0.221
H 3.324 1.867 -2.255
H 1.687 1.035 -2.312
H 3.710 -0.600 -2.528
H 2.469 -0.972 -1.255
H 6.142 0.284 -1.531
H 2.755 -0.812 2.565
H 1.857 -1.013 1.006
H 3.739 -3.183 0.911
H 3.105 -3.240 2.621
H 1.702 -4.522 0.630
H 1.324 -2.861 0.044
C 3.594 3.628 -6.890
C 3.968 3.242 -5.671
C 3.970 1.815 -5.286
O 4.312 1.462 -4.168
C 3.544 0.830 -6.304
C 3.169 1.213 -7.523
C 3.166 2.643 -7.911
O 2.828 2.993 -9.019
H 3.585 4.668 -7.189
H 4.284 3.948 -4.913
H 3.553 -0.210 -6.003
H 2.853 0.506 -8.280
C -6.085 -0.891 1.687
C -5.227 -0.882 0.668
C -3.782 -1.125 0.879
O -2.996 -1.115 -0.049
C -3.328 -1.379 2.266
C -4.184 -1.388 3.285
C -5.630 -1.145 3.073
O -6.413 -1.155 4.003
H -7.146 -0.715 1.551
H -5.542 -0.699 -0.351
H -2.267 -1.555 2.400
H -3.868 -1.571 4.305
C -12.383 -0.209 2.694
C -11.525 -0.201 1.675
C -10.081 -0.444 1.887
O -9.296 -0.434 0.955
C -9.625 -0.698 3.272
C -10.483 -0.706 4.291
C -11.928 -0.464 4.081
O -12.711 -0.473 5.008
H -13.443 -0.033 2.558
H -11.840 -0.018 0.655
H -8.565 -0.874 3.408
H -10.167 -0.890 5.310
*
```

Results of the Mulliken charge analysis, in e, for atoms 1 through 2:
1. O -0.546
2. S 1.028